Record 1
The molecule C5H14N2 in a non-equilibrium geometry, computed with the ωB97M-V functional and the def2-TZVPD basis.

Summary:
- orbital gap (eV) = 9.022
- E_HOMO (eV) = -8.01
- ΔE to the lowest compared entry with this formula, charge and spin (kcal per mole) = 24.7
- structure (SMILES) = C[C@@H](N)CN(C)C
- E_LUMO (eV) = 1.009

```
! RIJCOSX wB97M-V def2-TZVPD def2/J DEFGRID3
* xyz 0 1
C -0.04 0.92 0.51
N 1.26 0.29 0.49
C 1.96 0.35 -0.78
C 1.46 -0.93 1.22
C -1.15 0.37 -0.44
C -1.30 -1.12 -0.35
N -2.38 1.07 0.00
H 0.08 1.96 0.18
H -0.46 0.88 1.51
H 2.25 1.37 -1.04
H 2.86 -0.24 -0.66
H 1.41 -0.04 -1.65
H 1.14 -1.86 0.73
H 0.94 -0.91 2.18
H 2.53 -1.03 1.42
H -1.02 0.62 -1.51
H -0.61 -1.74 -0.92
H -1.34 -1.47 0.68
H -2.22 -1.44 -0.89
H -2.26 2.07 -0.03
H -3.11 0.87 -0.67
*
```

Record 2
The molecule C6H10O in a non-equilibrium geometry, computed with the ωB97M-V functional and the def2-TZVPD basis.

Summary:
- orbital gap (eV) = 8.643
- E_HOMO (eV) = -7.66
- ΔE to the lowest compared entry with this formula, charge and spin (kcal per mole) = 33.4
- structure (SMILES) = CC(C)=C/C=C/O
- E_LUMO (eV) = 0.979

```
! RIJCOSX wB97M-V def2-TZVPD def2/J DEFGRID3
* xyz 0 1
C 1.69 0.09 -1.70
C 0.55 -0.30 -0.78
C -0.04 0.62 -0.01
C -0.97 0.38 1.10
C -1.14 1.43 1.95
O -2.30 1.52 2.69
C 0.26 -1.76 -0.82
H 2.05 1.10 -1.56
H 2.52 -0.50 -1.26
H 1.48 -0.27 -2.71
H 0.06 1.67 -0.23
H -1.58 -0.48 1.37
H -0.35 2.15 2.09
H -2.89 0.84 2.32
H -0.76 -1.99 -0.51
H 0.93 -2.31 -0.14
H 0.50 -2.20 -1.78
*
```

Record 3
A structure of composition C7H18F5I2O2P2PtTe in a non-equilibrium geometry, computed with the ωB97M-V functional and the def2-TZVPD basis.

Summary:
- orbital gap (alpha / beta) (eV) = 6.924 / 5.843
- E_HOMO (alpha / beta) (eV) = -20.30 / -20.78
- ΔE to the lowest compared entry with this formula, charge and spin (kcal per mole) = 33.9
- expectation value of S² = 6.03
- E_LUMO (alpha / beta) (eV) = -13.376 / -14.933

```
! RIJCOSX wB97M-V def2-TZVPD def2/J DEFGRID3
* xyz 3 5
I 2.30 0.25 -1.56
I -2.39 0.19 1.91
Pt 0.20 0.08 0.23
P 1.18 0.88 2.01
C 1.97 -0.49 2.88
C 2.44 2.08 1.58
H 2.75 2.54 2.53
H 0.70 2.20 3.90
H 2.02 2.84 0.92
H -0.56 2.42 2.62
H 2.71 -0.98 2.24
H 3.28 1.58 1.09
C 0.06 1.71 3.17
H 2.45 -0.04 3.74
H -0.58 0.94 3.63
H 1.22 -1.22 3.20
P -1.44 -0.57 -2.08
C -1.33 -2.21 -2.82
C -3.05 0.16 -1.93
H -0.46 1.54 -3.09
H -1.31 0.47 -4.16
H 0.33 0.09 -3.72
C -0.61 0.48 -3.31
H -3.02 1.17 -1.52
H -3.41 0.16 -2.96
H -1.75 -2.16 -3.85
H -1.84 -2.93 -2.17
H -3.59 -0.53 -1.28
H -0.25 -2.44 -2.78
C 0.93 -1.64 0.27
O 1.24 -2.77 0.15
F -0.70 -4.50 2.06
Te -2.19 -3.92 0.87
F -3.04 -5.57 1.17
F -3.07 -3.19 2.45
F -1.41 -4.80 -0.73
F -3.77 -3.43 -0.23
O -1.06 -1.06 -0.64
*
```

Record 4
A cluster of 3 separate species, C4H16N6 in total, computed with the ωB97M-V functional and the def2-TZVPD basis.

Summary:
- orbital gap (alpha / beta) (eV) = 6.523 / 5.954
- E_HOMO (alpha / beta) (eV) = -5.80 / -5.23
- E_LUMO (alpha / beta) (eV) = 0.728 / 0.721

```
! RIJCOSX wB97M-V def2-TZVPD def2/J DEFGRID3
* xyz 0 1
C 1.30 -1.19 -0.17
C -1.07 -0.04 0.12
C 0.01 0.79 -0.18
C -1.55 2.60 -0.35
N 2.56 -0.53 -0.33
N 0.88 -1.92 -1.31
N 1.31 -1.90 1.07
N -1.35 -0.34 1.40
N -1.83 -0.60 -0.87
N 0.75 1.34 0.91
H 0.28 0.95 -1.21
H 3.34 -1.16 -0.13
H 2.66 -0.18 -1.27
H 1.42 -2.77 -1.45
H -0.11 -2.15 -1.28
H 1.54 -1.28 1.84
H 0.41 -2.32 1.26
H -2.30 -0.55 1.66
H -0.82 0.23 2.05
H -2.75 -0.92 -0.62
H -1.81 -0.10 -1.74
H 0.64 2.34 0.93
H 1.73 1.10 0.80
H -2.34 2.39 -1.08
H -0.91 3.41 -0.69
H -1.98 2.81 0.63
*
```

Record 5
A cluster of 2 separate species, C5H12N in total in a non-equilibrium geometry, computed with the ωB97M-V functional and the def2-TZVPD basis.

Summary:
- orbital gap (alpha / beta) (eV) = 10.584 / 7.740
- E_HOMO (alpha / beta) (eV) = -20.83 / -21.01
- ΔE to the lowest compared entry with this formula, charge and spin (kcal per mole) = 49.5
- expectation value of S² = 0.75
- E_LUMO (alpha / beta) (eV) = -10.241 / -13.265

```
! RIJCOSX wB97M-V def2-TZVPD def2/J DEFGRID3
* xyz 2 2
C -0.27 -1.22 -1.27
N 0.89 -1.62 -1.62
H -0.80 -1.81 -0.52
H -0.90 -0.59 -1.91
H 1.55 -1.08 -2.18
H 1.25 -2.44 -1.12
C 0.11 1.76 -0.45
C -0.17 1.47 1.05
C -0.78 0.14 1.25
C -0.05 -0.96 1.69
H -0.81 1.73 -1.05
H 0.60 2.72 -0.58
H 0.71 0.95 -0.87
H -0.79 2.27 1.45
H 0.82 1.48 1.53
H -1.85 0.05 1.10
H -0.56 -1.91 1.81
H 1.04 -0.94 1.70
*
```

Record 6
The molecule C5H6O3 in a non-equilibrium geometry, computed with the ωB97M-V functional and the def2-TZVPD basis.

Summary:
- orbital gap (eV) = 10.490
- E_HOMO (eV) = -9.54
- ΔE to the lowest compared entry with this formula, charge and spin (kcal per mole) = 90.9
- structure (SMILES) = C1O[C@]12CO[C@@]21CO1
- E_LUMO (eV) = 0.949

```
! RIJCOSX wB97M-V def2-TZVPD def2/J DEFGRID3
* xyz 0 1
C 1.59 0.75 -0.75
C 0.28 -1.53 0.02
C -2.16 0.84 0.67
C 0.57 -0.03 -0.08
C -1.21 0.01 -0.05
O 1.43 0.74 0.65
O -1.14 -1.39 -0.09
O -2.08 0.76 -0.75
H 2.49 0.25 -1.11
H 1.33 1.66 -1.26
H 0.68 -2.13 -0.80
H 0.56 -1.96 0.98
H -3.04 0.39 1.10
H -1.83 1.77 1.11
*
```

Record 7
The ion C10H8NO3 with charge +1 in a non-equilibrium geometry, computed with the ωB97M-V functional and the def2-TZVPD basis.

Summary:
- orbital gap (eV) = 8.624
- E_HOMO (eV) = -13.59
- ΔE to the lowest compared entry with this formula, charge and spin (kcal per mole) = 0.0
- structure (SMILES) = O=C1OC=C[N+](c2ccccc2)=CO1
- E_LUMO (eV) = -4.965

```
! RIJCOSX wB97M-V def2-TZVPD def2/J DEFGRID3
* xyz 1 1
C -0.74 3.20 -0.67
C 0.54 2.68 -0.75
C -1.81 2.39 -0.31
C 0.76 1.34 -0.47
C -1.60 1.05 -0.03
C -0.31 0.54 -0.11
C 0.69 -1.52 -0.80
C 1.37 -2.66 -0.64
C 1.01 -2.83 1.63
C -0.66 -1.42 1.18
N -0.06 -0.85 0.18
O 1.48 -2.65 2.69
O -0.42 -2.67 1.46
O 1.62 -3.25 0.55
H -0.91 4.25 -0.90
H 1.37 3.31 -1.02
H -2.81 2.79 -0.26
H 1.76 0.94 -0.51
H -2.44 0.42 0.21
H 0.66 -1.04 -1.77
H 1.87 -3.16 -1.46
H -1.36 -0.87 1.79
*
```

Record 8
The molecule C3H2N2O in a non-equilibrium geometry, computed with the ωB97M-V functional and the def2-TZVPD basis.

Summary:
- orbital gap (alpha / beta) (eV) = 7.032 / 6.571
- E_HOMO (alpha / beta) (eV) = -8.68 / -8.33
- ΔE to the lowest compared entry with this formula, charge and spin (kcal per mole) = 68.5
- E_LUMO (alpha / beta) (eV) = -1.648 / -1.756

```
! RIJCOSX wB97M-V def2-TZVPD def2/J DEFGRID3
* xyz 0 1
C -0.31 0.67 0.51
C -0.49 -0.69 0.88
C 0.81 0.20 -1.38
N 0.20 0.99 -0.65
N -0.14 -1.65 0.13
O 1.36 -0.22 -2.30
H -0.66 1.46 0.97
H -0.78 -0.76 1.84
*
```

Number 1: M 102.18 g mol⁻¹, DFT total energy -8391.5458 eV. Number 2: M 98.14 g mol⁻¹, DFT total energy -8429.7915 eV. Number 3: M 867.64 g mol⁻¹, DFT total energy -70518.4108 eV. Number 4: M 148.21 g mol⁻¹, DFT total energy -13344.1838 eV. Number 5: M 86.16 g mol⁻¹, DFT total energy -6847.5189 eV. Number 6: M 114.10 g mol⁻¹, DFT total energy -11420.4682 eV. Number 7: M 190.18 g mol⁻¹, DFT total energy -18123.8173 eV. Number 8: M 82.06 g mol⁻¹, DFT total energy -8166.7444 eV.